{
  "formula": "C51H125N7O11",
  "method": "ωB97M-V with the def2-TZVPD basis set",
  "spin_multiplicity": 2,
  "fmax_ev_per_a": 4.9,
  "total_charge": -1,
  "e_tot_ev": -87854.535,
  "homo_lumo_gap_ev": [1.23, 7.83],
  "elements": ["C", "C", "O", "H", "H", "H", "H", "H", "H", "C", "C", "O", "H", "H", "H", "H", "H", "H", "C", "C", "O", "H", "H", "H", "H", "H", "H", "C", "C", "O", "H", "H", "H", "H", "H", "H", "C", "C", "C", "C", "C", "C", "N", "O", "C", "C", "C", "H", "H", "H", "H", "H", "H", "H", "H", "H", "H", "H", "H", "H", "H", "H", "H", "H", "H", "H", "C", "C", "C", "C", "C", "C", "N", "O", "C", "C", "C", "H", "H", "H", "H", "H", "H", "H", "H", "H", "H", "H", "H", "H", "H", "H", "H", "H", "H", "H", "C", "C", "C", "C", "C", "C", "N", "O", "C", "C", "C", "H", "H", "H", "H", "H", "H", "H", "H", "H", "H", "H", "H", "H", "H", "H", "H", "H", "H", "H", "C", "C", "C", "O", "C", "N", "H", "H", "H", "H", "H", "H", "H", "H", "H", "H", "H", "C", "C", "C", "O", "C", "N", "H", "H", "H", "H", "H", "H", "H", "H", "H", "H", "H", "C", "C", "C", "O", "C", "N", "H", "H", "H", "H", "H", "H", "H", "H", "H", "H", "H", "C", "C", "C", "O", "C", "N", "H", "H", "H", "H", "H", "H", "H", "H", "H", "H", "H"],
  "xyz": [[-13.8940, 8.8652, 15.7140], [-14.5071, 8.2402, 16.9349], [-14.1228, 9.0025, 18.0831], [-14.0912, 8.3121, 14.7957], [-12.8417, 9.1326, 15.8109], [-14.4537, 9.7999, 15.7470], [-13.9811, 7.2928, 17.0522], [-15.5966, 8.2252, 16.9646], [-14.9005, 9.4814, 18.3786], [-16.7890, 13.5505, 14.4351], [-17.0008, 12.1719, 13.7625], [-16.2895, 11.2346, 14.5868], [-15.7574, 13.7849, 14.1722], [-16.8229, 13.4796, 15.5223], [-17.4272, 14.3200, 14.0008], [-16.5410, 12.1420, 12.7747], [-18.0624, 11.9413, 13.6731], [-16.4724, 10.3441, 14.2783], [-19.2624, 8.4986, 10.2191], [-19.4120, 7.2368, 11.1717], [-18.7832, 7.5897, 12.4165], [-18.2477, 8.8798, 10.1041], [-19.8234, 9.2866, 10.7214], [-19.9061, 8.2619, 9.3718], [-18.8507, 6.4682, 10.6403], [-20.4732, 7.0775, 11.3630], [-19.4850, 7.6462, 13.0691], [-15.0860, 4.7375, 15.9598], [-14.7010, 4.0428, 14.5768], [-14.5770, 2.5912, 14.6356], [-14.2533, 4.8996, 16.6442], [-15.8524, 4.1002, 16.4010], [-15.5697, 5.6958, 15.7706], [-13.7695, 4.4578, 14.1918], [-15.4253, 4.1575, 13.7703], [-13.8377, 2.3206, 14.0862], [-25.0998, 11.9618, 13.2430], [-24.6195, 11.7531, 11.7319], [-23.0772, 12.0506, 11.8167], [-22.2434, 11.4244, 10.7032], [-22.5125, 9.9285, 10.7923], [-23.9657, 9.5182, 10.5906], [-24.8400, 10.2830, 11.4136], [-26.1475, 9.8972, 11.3254], [-24.4594, 9.6633, 9.1241], [-24.0148, 8.0049, 11.0515], [-25.3949, 12.6463, 10.7298], [-26.1826, 11.9055, 13.3548], [-24.7545, 12.9019, 13.6732], [-24.6574, 11.2210, 13.9092], [-22.9523, 13.1267, 11.6968], [-22.5983, 11.6414, 12.7062], [-21.1914, 11.5597, 10.9545], [-22.4861, 11.9029, 9.7544], [-22.2696, 9.4386, 11.7353], [-21.9866, 9.4765, 9.9513], [-25.4424, 9.2273, 8.9460], [-24.5535, 10.7367, 8.9594], [-23.8434, 9.2910, 8.3055], [-23.1978, 7.3869, 10.6790], [-23.8060, 7.9756, 12.1209], [-24.9897, 7.5777, 10.8167], [-25.6951, 13.6339, 11.0801], [-26.3148, 12.1888, 10.3658], [-24.7969, 12.8879, 9.8511], [-26.2977, 9.5949, 12.2241], [-21.3379, 7.0055, 20.4455], [-19.9258, 6.4626, 20.6981], [-19.8307, 5.9852, 22.2612], [-20.6075, 4.7041, 22.5832], [-19.9033, 3.5820, 21.7369], [-19.9160, 3.9108, 20.1813], [-19.5398, 5.2604, 19.8972], [-19.6588, 5.3575, 18.4836], [-18.9786, 2.9017, 19.4470], [-21.3190, 3.4610, 19.7126], [-18.8733, 7.5657, 20.2740], [-21.4701, 7.8007, 21.1792], [-22.1182, 6.2584, 20.5909], [-21.4691, 7.5151, 19.4910], [-18.7709, 5.8800, 22.4933], [-20.2490, 6.8016, 22.8499], [-21.6453, 4.7171, 22.2503], [-20.5570, 4.4427, 23.6402], [-20.4364, 2.6455, 21.9012], [-18.8988, 3.4631, 22.1432], [-19.3111, 2.6175, 18.4487], [-17.9101, 3.0416, 19.2832], [-19.0157, 2.0092, 20.0718], [-21.5335, 2.4363, 20.0161], [-22.1122, 4.1094, 20.0848], [-21.4593, 3.4025, 18.6332], [-19.1205, 8.5169, 20.7453], [-18.8304, 7.7302, 19.1974], [-17.8419, 7.3374, 20.5430], [-18.8586, 5.7525, 18.1296], [-25.1204, 9.0779, 16.4732], [-25.4745, 7.6736, 16.1764], [-24.9842, 7.4762, 14.6617], [-24.9661, 5.9338, 14.2564], [-24.2527, 5.0107, 15.3105], [-24.7947, 5.2645, 16.8251], [-24.8203, 6.7178, 17.1337], [-25.0547, 6.9283, 18.4498], [-26.1827, 4.7104, 17.1214], [-23.7537, 4.6086, 17.6814], [-27.0423, 7.5299, 16.2381], [-25.3350, 9.1869, 17.5363], [-25.6234, 9.8979, 15.9606], [-24.0583, 9.3099, 16.5523], [-25.7144, 7.9823, 14.0302], [-24.0576, 8.0294, 14.5084], [-24.2996, 5.8161, 13.4020], [-25.9658, 5.6371, 13.9391], [-23.1662, 5.0134, 15.2224], [-24.5760, 4.0392, 14.9367], [-26.0728, 3.7923, 17.6984], [-26.9580, 5.2000, 17.7106], [-26.5600, 4.3976, 16.1478], [-22.9907, 5.3867, 17.7064], [-24.1338, 4.5895, 18.7028], [-23.2351, 3.7153, 17.3333], [-27.4400, 7.5296, 17.2529], [-27.3629, 6.5987, 15.7710], [-27.4247, 8.3305, 15.6048], [-24.1808, 6.8143, 18.8304], [-19.2430, 3.2485, 15.8052], [-18.6198, 2.2307, 14.8025], [-18.5327, 2.9145, 13.4772], [-19.8238, 2.7692, 12.8310], [-20.3042, 3.6796, 11.8677], [-17.3150, 1.9651, 15.3201], [-19.8024, 2.6426, 16.5179], [-20.0415, 3.7910, 15.2988], [-18.5156, 3.8788, 16.3167], [-19.2217, 1.3350, 14.6490], [-17.6338, 2.5240, 13.0002], [-18.3298, 3.9789, 13.5953], [-19.4394, 3.8439, 11.2249], [-20.6874, 4.5683, 12.3692], [-21.1246, 3.3943, 11.2092], [-17.0257, 2.7862, 15.8321], [-16.6304, 1.6838, 14.6328], [-16.0563, 10.1424, 10.9465], [-15.5260, 8.8779, 11.6477], [-13.9693, 8.8764, 11.8337], [-13.5136, 7.6666, 12.5222], [-12.2989, 7.2043, 12.0440], [-16.1908, 8.7331, 12.9169], [-15.5628, 11.0244, 11.3547], [-17.0921, 10.3310, 11.2287], [-15.9658, 10.1336, 9.8603], [-15.6985, 8.1220, 10.8817], [-13.6412, 9.7828, 12.3426], [-13.5493, 9.0085, 10.8366], [-12.1081, 6.2782, 12.5862], [-11.5010, 7.9254, 12.2217], [-12.2838, 6.9492, 10.9844], [-17.0868, 8.2949, 12.7580], [-15.6754, 8.0319, 13.4296], [-21.1636, 10.2013, 14.4313], [-20.3490, 8.9925, 14.8562], [-20.1290, 8.7086, 16.3505], [-19.5432, 7.4157, 16.6228], [-18.3155, 7.0221, 15.9498], [-20.7661, 7.7098, 14.3848], [-20.5741, 11.0745, 14.7108], [-22.1733, 10.0986, 14.8288], [-21.2204, 10.1606, 13.3436], [-19.3976, 9.0294, 14.3255], [-21.0684, 8.6906, 16.9030], [-19.5262, 9.5404, 16.7152], [-18.4379, 6.2155, 15.2270], [-17.6593, 6.5679, 16.6923], [-17.7226, 7.8585, 15.5795], [-21.7380, 7.5854, 14.6299], [-20.2574, 7.2092, 15.0995], [-15.1005, 12.6645, 18.5819], [-16.4134, 12.0270, 18.9054], [-17.7652, 12.7750, 18.7046], [-18.8844, 11.8450, 18.7186], [-19.4398, 11.8679, 20.0374], [-16.4425, 10.7497, 18.2118], [-14.3303, 11.9574, 18.8901], [-14.9987, 13.5624, 19.1915], [-14.9423, 13.0395, 17.5708], [-16.2725, 11.8044, 19.9630], [-17.6858, 13.2851, 17.7446], [-17.8608, 13.5942, 19.4172], [-18.8176, 12.1547, 20.8852], [-20.1734, 11.0958, 20.2689], [-20.0468, 12.7732, 20.0448], [-16.3692, 11.0458, 17.2490], [-17.4372, 10.6048, 18.3100]],
  "atomic_forces_ev_per_a": [[-1.4, 1.2, 0.0], [1.9, -0.2, 1.2], [0.5, -0.3, 0.0], [0.1, 0.1, 0.0], [0.0, -0.4, 0.2], [0.3, 0.5, -1.1], [-0.8, -0.6, 0.3], [0.0, -0.6, -0.6], [-0.5, 0.5, 0.1], [0.7, -0.9, -1.1], [0.4, 0.3, 1.1], [-0.5, 0.7, 0.4], [0.1, 0.4, 0.2], [-0.4, 0.0, -0.1], [-0.1, 0.0, 0.3], [-0.3, 0.3, -0.1], [-0.1, -0.2, 0.1], [0.2, -0.5, -0.6], [-1.8, -0.8, 1.7], [1.4, 2.8, -0.6], [0.4, -0.8, -1.0], [-0.1, -0.6, -0.6], [0.1, 0.3, 0.1], [0.8, 0.2, -0.8], [-0.4, -0.7, 0.6], [0.1, -0.5, -0.3], [-0.8, -0.3, 0.5], [-0.3, -1.2, -1.8], [0.2, -0.1, 0.3], [0.2, 0.5, 0.8], [0.0, -0.3, -0.2], [0.2, 0.1, 0.4], [0.2, 0.1, -0.2], [0.1, 0.1, 0.1], [-0.4, 0.8, 0.4], [0.1, 0.1, 0.1], [0.0, -0.1, -1.0], [-0.1, -0.9, 1.4], [-0.3, 0.0, -1.4], [-0.6, -0.5, 1.2], [-0.6, 0.1, -1.7], [-0.3, -1.7, -1.3], [2.4, 1.9, 1.9], [-1.2, 0.0, 0.0], [0.2, 0.4, -0.3], [0.0, 0.9, 0.1], [0.3, 0.3, -0.2], [-0.1, 0.1, -0.1], [-0.1, 0.3, -0.4], [0.1, -0.4, -0.3], [-0.1, 0.2, 0.7], [-0.7, 0.5, 0.5], [0.1, 0.4, -0.3], [0.2, -0.4, -0.3], [0.7, 0.5, 0.1], [0.2, -0.5, 0.3], [-0.1, 0.0, 0.4], [-0.1, 0.1, -0.2], [0.5, -0.3, 0.3], [-0.1, 0.1, -0.8], [-0.5, 0.1, 0.3], [0.1, -0.2, 0.1], [0.1, 0.0, 0.6], [0.1, -0.3, 0.2], [0.2, -0.3, -0.2], [-0.6, -0.3, 0.1], [0.2, 0.4, 0.3], [0.5, -1.0, -0.2], [-0.5, 1.1, -1.5], [1.3, -0.9, -1.8], [-0.4, 1.1, 0.1], [-0.1, -1.9, 0.8], [1.1, 0.2, 0.2], [-1.0, 0.5, 0.2], [0.1, -0.8, 0.3], [-0.6, 0.2, -0.4], [-0.5, -0.4, 0.9], [-0.3, 0.0, 0.2], [0.0, 0.0, 0.0], [0.2, -0.4, -0.3], [0.0, -0.1, 0.1], [0.2, 0.2, 0.0], [-0.1, 0.4, 0.3], [-0.1, 0.2, 0.0], [0.1, -0.1, -0.2], [0.2, 0.0, -0.3], [-0.4, 0.2, 0.3], [0.1, 1.0, 0.6], [-0.1, -0.4, -0.2], [0.1, 0.0, 0.4], [0.0, 0.0, 0.1], [0.4, 0.5, -0.1], [-0.1, 0.1, 0.0], [-0.5, -0.1, -0.1], [-0.1, -0.4, 0.4], [0.2, 0.2, 0.4], [0.6, 1.2, 2.8], [-0.9, -1.3, -1.2], [-0.9, -2.2, 1.3], [2.0, 1.7, 0.6], [-3.0, 1.0, 0.4], [-0.1, 0.6, -1.5], [2.4, 0.1, -4.3], [-1.1, 0.3, 1.6], [-0.3, -2.3, -0.7], [0.8, 1.6, 1.1], [0.9, -0.1, -0.9], [-0.6, 0.5, 0.2], [-0.2, -0.5, -0.3], [0.4, -0.3, -0.8], [-0.2, 0.1, 0.0], [0.3, -0.4, 0.1], [-0.3, 0.2, -0.5], [0.0, -0.3, 0.4], [0.0, 0.5, 0.3], [0.1, -0.5, 0.7], [0.1, -0.4, -0.2], [0.5, 1.0, -0.4], [-0.8, 0.0, 0.1], [0.7, -0.1, 0.1], [0.2, -0.8, 0.1], [-0.7, -0.2, 0.0], [0.1, 0.4, 0.0], [0.1, -0.1, 0.0], [-0.4, 0.2, 0.4], [0.1, 0.4, 0.4], [-1.6, -1.9, -0.5], [-0.2, 1.8, 0.7], [-1.0, 1.0, -1.1], [-0.2, -1.7, 0.5], [1.6, 0.7, 0.2], [0.3, -0.6, 0.6], [0.2, 0.3, 0.5], [0.3, 0.5, 0.0], [-0.1, 0.0, -0.2], [-0.1, -0.1, 0.3], [-0.3, -0.4, -1.2], [0.0, 0.3, 0.2], [-0.2, 0.9, -0.4], [0.4, 0.5, -0.1], [0.0, -1.2, 0.4], [0.6, -0.4, -0.3], [0.2, 0.2, 0.2], [0.5, 0.6, 0.7], [1.1, 0.7, -0.9], [-1.0, 0.0, 0.0], [-1.5, 1.6, -1.1], [0.6, -0.5, 0.2], [0.2, -0.5, 0.4], [0.4, 0.1, -0.2], [-0.1, -0.4, -0.2], [0.1, -0.1, 0.0], [-0.3, -0.9, 0.4], [-0.1, -0.1, 0.7], [0.3, -0.6, -0.2], [0.3, 0.1, 0.1], [0.2, 0.0, 0.1], [-0.3, 0.1, -0.3], [-0.6, 0.1, -0.1], [0.2, -0.1, 0.3], [0.7, -1.2, 0.1], [0.9, -0.3, 0.0], [0.8, 1.6, 0.2], [0.8, 0.3, -0.6], [0.2, 0.3, 1.2], [-1.3, -0.8, -1.3], [-0.7, 0.4, 0.2], [0.0, 0.6, 0.2], [0.0, 0.1, 0.0], [0.7, 1.0, 0.6], [-0.1, 0.0, -0.1], [0.3, -0.1, 0.6], [-0.5, 0.4, -0.5], [0.0, 0.0, 0.5], [-0.3, 0.2, -0.4], [-0.5, -0.3, -0.1], [-0.6, -1.8, -0.6], [0.2, 1.7, 0.3], [0.1, -0.4, 1.0], [1.0, -0.1, -0.7], [1.5, 0.6, 1.2], [-1.6, 1.9, -0.1], [-0.8, 0.3, 0.0], [0.1, 0.1, -0.3], [0.2, 0.1, 0.3], [-0.2, -0.5, -0.3], [-0.6, -0.1, 0.4], [-0.5, -0.3, -0.4], [-0.3, -0.2, 0.3], [1.0, -1.1, -0.2], [0.7, -0.5, -0.4], [-0.6, 0.2, -0.1], [0.2, -0.4, -0.9], [-0.5, -1.4, -0.3]],
  "mulliken_spin": [-0.001, 0.036, -0.020, -0.001, -0.008, -0.006, 0.009, -0.003, 0.007, 0.141, -0.077, -0.257, 0.028, 0.140, -0.177, 0.027, 0.185, 0.027, -0.207, 0.122, -0.196, 0.083, 0.165, -0.059, 0.029, 0.030, 0.063, 0.046, -0.035, -0.042, -0.011, 0.016, -0.021, 0.031, 0.047, 0.005, 0.692, -1.417, 0.489, 0.056, -0.069, -0.413, 0.439, -0.096, 0.126, 0.094, 0.279, 0.002, -0.038, -0.081, -0.042, 0.063, -0.012, 0.016, -0.047, 0.080, 0.015, 0.045, -0.044, 0.018, 0.037, 0.017, -0.027, 0.007, 0.075, 0.052, 0.473, -0.679, 0.110, -0.005, -0.005, 0.021, 0.157, 0.116, -0.003, 0.005, 0.211, -0.004, 0.023, -0.024, 0.002, -0.021, 0.004, -0.002, 0.001, 0.005, 0.015, -0.004, 0.001, -0.012, 0.010, 0.000, 0.111, -0.020, -0.026, -0.002, 1.005, -1.812, 0.167, -0.001, 0.043, -0.323, 0.650, -0.199, 0.073, 0.057, 0.226, -0.042, 0.209, -0.335, 0.083, 0.032, 0.065, 0.024, 0.006, -0.030, -0.006, 0.019, 0.014, 0.065, -0.013, 0.028, 0.025, 0.042, 0.043, 0.049, -0.019, -0.002, 0.001, -0.046, 0.060, 0.001, -0.003, 0.015, 0.014, 0.005, 0.003, 0.027, -0.005, 0.014, -0.015, -0.006, 0.002, -0.007, -0.006, -0.012, -0.065, 0.090, -0.066, -0.019, 0.097, -0.015, 0.038, 0.018, 0.010, -0.006, 0.001, -0.007, 0.003, 0.015, -0.169, 0.208, 0.352, 0.007, -0.351, -0.133, -0.054, -0.011, 0.003, 0.039, -0.253, -0.078, -0.010, 0.000, 0.034, 0.033, -0.027, 0.003, -0.039, 0.138, -0.644, 0.652, -0.043, 0.017, -0.012, -0.003, -0.013, 0.118, -0.033, -0.016, 0.054, -0.037, 0.053, 0.036]
}

{
  "formula": "C3H9N3O2",
  "method": "ωB97M-V with the def2-TZVPD basis set",
  "fmax_ev_per_a": 3.8,
  "e_tot_ev": -11815.974,
  "smiles": "[O-]/[NH+]=N\\O.CC(C)=N",
  "relative_energy_kcal_mol": 186.46,
  "homo_lumo_gap_ev": 9.17,
  "elements": ["C", "C", "C", "N", "N", "N", "O", "O", "H", "H", "H", "H", "H", "H", "H", "H", "H"],
  "xyz": [[0.5659, -2.0238, -1.3950], [1.5119, -0.9610, 0.6609], [0.3825, -0.9856, -0.3227], [-0.5624, -0.2079, -0.0505], [-1.8556, 2.0154, 1.2909], [-0.7547, 1.8938, 0.7681], [-2.7821, 2.8660, 1.0993], [-0.6788, 2.7741, -0.4096], [1.1690, -2.9713, -1.1210], [-0.5024, -2.3411, -1.6994], [1.1724, -1.3500, -2.1581], [1.3168, -0.6397, 1.7164], [2.2279, -0.1976, 0.3029], [2.0144, -1.9585, 0.4704], [0.2603, 2.8083, -0.6096], [-1.3359, -0.2509, -0.6964], [-2.1490, 1.5297, 2.1534]],
  "atomic_forces_ev_per_a": [[-0.4, 0.4, -1.5], [1.8, -0.4, -0.4], [0.6, -0.9, 2.2], [-0.8, -1.4, -0.9], [-2.7, 2.4, 1.3], [1.8, 2.1, -1.2], [0.1, -0.2, -1.1], [-1.1, -0.9, 2.0], [-1.0, 1.8, -0.3], [1.9, 0.5, -0.3], [-1.3, -2.0, 0.7], [-0.3, -0.8, -1.0], [0.0, -0.3, 0.0], [-0.1, 1.2, 1.3], [0.3, -0.4, 0.3], [-0.4, -0.2, -0.6], [1.6, -0.9, -0.5]],
  "nbo_charge": [-0.702, -0.678, 0.316, -0.632, 0.099, 0.097, -0.527, -0.560, 0.235, 0.234, 0.242, 0.244, 0.223, 0.207, 0.477, 0.331, 0.395]
}